Record 1
Molecular formula: C44H33ClN5O10RbS
Method: DFT, ωB97M-V with the def2-TZVPD basis set

ORCA input file:
```
! wB97M-V def2-TZVPD RIJCOSX def2/J DEFGRID3
* xyz -2 1
Rb 0.8650 -0.9997 0.6474
O -5.8613 0.5668 -4.8432
N -4.7269 0.9700 -4.6600
O -4.2776 1.9695 -5.1887
C -3.8693 0.2312 -3.7147
C -4.2603 -1.0292 -3.4390
C -3.4918 -1.8707 -2.5877
C -3.8787 -3.1884 -2.2853
C -3.0908 -3.9387 -1.4593
C -1.9042 -3.3683 -0.9632
N -1.5203 -2.1426 -1.2391
C -2.3092 -1.3844 -2.0196
C -1.9234 -0.0016 -2.2605
N -0.8326 0.4338 -1.6122
C -0.4357 1.6721 -1.7807
C -1.1092 2.5633 -2.6267
C -2.2266 2.1404 -3.2951
C -2.6816 0.8147 -3.1249
H -5.1683 -1.4060 -3.8881
H -4.8042 -3.5780 -2.6944
H -3.3656 -4.9462 -1.1785
H -1.2553 -3.9317 -0.2982
H 0.4359 1.9800 -1.2109
H -0.7540 3.5791 -2.7386
H -2.7603 2.8127 -3.9451
O 2.4869 -3.4614 -0.9349
C 3.8127 -3.7263 -0.5179
C 3.8094 -4.5543 0.7590
C 3.3274 -3.7875 1.9999
C 4.1804 -2.5777 2.2773
C 5.4849 -2.6941 2.7573
C 6.2332 -1.5490 2.9624
C 5.6677 -0.3134 2.6823
C 4.3673 -0.2857 2.2061
N 3.6430 -1.3869 2.0100
H 2.4710 -2.5338 -1.2629
H 4.3535 -2.7870 -0.3682
H 4.3482 -4.2857 -1.2957
H 4.8228 -4.9361 0.9283
H 3.1555 -5.4169 0.6008
H 3.3406 -4.4538 2.8659
H 2.3011 -3.4530 1.8599
H 5.9003 -3.6738 2.9648
H 7.2474 -1.6176 3.3388
H 6.2182 0.6056 2.8315
H 3.8722 0.6519 1.9729
Cl -6.4921 -1.3947 -0.0570
C -5.0552 -1.8196 0.8564
C -3.9990 -0.9268 0.9153
C -2.8403 -1.2962 1.5879
C -2.7439 -2.5314 2.2226
C -3.8426 -3.3841 2.1921
C -4.9964 -3.0472 1.4959
C -1.4452 -2.9967 2.9016
O -1.5861 -3.7748 3.8596
O -0.3913 -2.5905 2.3466
H -4.0724 0.0365 0.4249
H -2.0037 -0.6072 1.6221
H -3.7700 -4.3258 2.7219
H -5.8424 -3.7218 1.4456
C 0.7439 6.8424 7.0504
C 0.4048 8.2055 6.5003
O 0.3679 9.1907 7.1994
S 0.0465 8.4162 4.7657
C 0.1634 6.8047 4.0440
C 1.3728 6.3628 3.5088
C 1.4708 5.0996 2.9528
C 0.3660 4.2259 2.9076
C -0.8476 4.7029 3.4404
C -0.9487 5.9666 3.9932
C 0.4708 2.9252 2.3478
C 0.5486 1.7890 1.8591
H 1.6237 6.9435 7.6858
H 0.9183 6.0937 6.2843
H -0.0869 6.5222 7.6811
H 2.2365 7.0168 3.5390
H 2.4104 4.7565 2.5400
H -1.7113 4.0519 3.4085
H -1.8927 6.3123 4.3985
O 4.1665 -0.3824 -3.2543
C 3.0238 -0.6426 -2.8629
O 2.6207 -0.8867 -1.6882
C 1.9403 -0.6828 -3.9448
C 0.8058 -1.4723 -3.7835
C -0.1613 -1.5252 -4.7731
C 0.0022 -0.7490 -5.9090
C 1.1179 0.0537 -6.0910
C 2.0896 0.0693 -5.1066
N -1.0332 -0.7788 -6.9484
O -2.0257 -1.4583 -6.7515
O -0.7879 -0.2461 -8.0169
H 0.6791 -2.0285 -2.8628
H -1.0465 -2.1377 -4.6708
H 1.2069 0.6452 -6.9906
H 2.9880 0.6624 -5.2191
*
```

Computed properties:
Kohn-Sham gap (eV): 6.0819
Energy relative to the best compared isomer or geometry (same formula, charge and spin) (eV): 0.078
Maximum force (eV/A): 1.166

=====

Record 2
Molecular formula: F6H2N3Na2O13S6
Method: DFT, ωB97M-V with the def2-TZVPD basis set

ORCA input file:
```
! wB97M-V def2-TZVPD RIJCOSX def2/J DEFGRID3
* xyz -1 1
Na -0.3679 0.7431 0.0538
Na -2.1598 0.9655 -2.2878
N -0.7684 2.6289 -1.3025
S 0.1890 3.3579 -2.5319
O 1.6186 3.1795 -2.4066
O -0.3159 4.5364 -3.1328
F -0.2210 2.2158 -3.6401
S -1.2038 3.9358 -0.6507
O -2.4185 4.5427 -1.1991
O -0.0841 4.7630 -0.1579
F -1.7943 3.1584 0.6909
N 2.1036 -1.5783 3.3300
S 3.1450 -2.6400 2.4580
O 3.2440 -2.4317 1.0251
O 3.3021 -3.9839 3.0922
F 4.5730 -1.9892 2.9212
S 0.9728 -2.0821 2.4861
O 0.5622 -3.4739 2.5882
O 0.7109 -1.3008 1.2729
F -0.2316 -1.4036 3.3844
N -1.0267 -0.9063 -1.4632
S -1.9388 -2.2850 -0.9266
O -1.2623 -3.4621 -0.4056
O -3.1924 -2.4985 -1.6700
F -2.4540 -1.6461 0.4895
S -0.1336 -1.7096 -2.3640
O -0.7690 -2.4119 -3.4597
O 0.9863 -2.3752 -1.6529
F 0.6017 -0.4704 -3.1123
O -0.4646 1.3092 2.5559
H 0.0063 2.0838 2.8632
H -1.2088 1.2284 3.1524
*
```

Computed properties:
Kohn-Sham gap (eV): 7.8780
Energy relative to the best compared isomer or geometry (same formula, charge and spin) (eV): 0.000
Maximum force (eV/A): 10.535

=====

Record 3
Molecular formula: F10N5O20S10Y
Method: DFT, ωB97M-V with the def2-TZVPD basis set

ORCA input file:
```
! wB97M-V def2-TZVPD RIJCOSX def2/J DEFGRID3
* xyz -2 1
Y -13.5856 -15.3737 -6.9544
N -14.6017 -17.3863 -6.8960
S -14.7264 -18.7406 -7.7491
O -16.0309 -19.1073 -8.1776
O -13.8478 -19.7960 -7.3832
F -14.0710 -18.1977 -9.0683
S -15.4153 -17.9879 -5.5129
O -15.4181 -19.3549 -5.1419
O -16.5071 -17.1798 -5.1699
F -14.3264 -17.4052 -4.4816
N -13.8274 -14.6315 -4.8819
S -15.2279 -13.8537 -4.1817
O -15.0902 -12.9001 -3.1517
O -16.2946 -14.7748 -4.0926
F -15.7286 -13.0461 -5.4373
S -12.8405 -14.3756 -3.6369
O -13.1507 -14.6896 -2.2936
O -12.0066 -13.2660 -3.9648
F -11.8486 -15.5881 -4.0142
N -11.1860 -15.5840 -10.9783
S -12.8294 -15.5253 -10.8302
O -13.6139 -14.9717 -11.8713
O -13.2728 -15.3587 -9.4562
F -13.0957 -17.0712 -11.0385
S -11.0277 -14.0213 -11.3757
O -11.3839 -13.1431 -10.3088
O -11.2289 -13.5815 -12.7202
F -9.4101 -14.0570 -11.3587
N -15.3887 -14.3492 -7.8320
S -17.0144 -14.6795 -7.8694
O -17.8871 -13.9506 -8.7133
O -17.5053 -15.0673 -6.6065
F -16.8194 -16.0932 -8.5582
S -15.2980 -13.0935 -8.7914
O -15.9562 -11.9202 -8.3403
O -15.1599 -13.3074 -10.1736
F -13.7444 -12.8616 -8.4101
N -11.4355 -15.8592 -7.4064
S -10.3943 -17.2249 -7.4072
O -9.5941 -17.4983 -6.2708
O -9.9067 -17.3954 -8.7188
F -11.5961 -18.2457 -7.2676
S -10.2463 -14.7915 -7.2917
O -9.5644 -14.4686 -8.4869
O -9.5015 -14.5818 -6.1031
F -11.4991 -13.7172 -7.2381
*
```

Computed properties:
Kohn-Sham gap (eV): 9.2319
Energy relative to the best compared isomer or geometry (same formula, charge and spin) (eV): 1.053
Maximum force (eV/A): 6.146

=====

Record 4
Molecular formula: C40H44BrF3MgN3O2SSb
Method: DFT, ωB97M-V with the def2-TZVPD basis set

ORCA input file:
```
! wB97M-V def2-TZVPD RIJCOSX def2/J DEFGRID3
* xyz -2 1
Mg -1.5023 -0.1491 -0.2929
C -2.6936 -0.9442 -2.4681
C -2.4520 -1.9757 -1.5183
C -1.1610 -2.5026 -1.7895
C -0.6081 -1.7832 -2.8607
C -1.5509 -0.8320 -3.2904
C -1.3436 0.2055 -4.3491
C 0.7646 -1.9848 -3.4266
C -0.5949 -3.7694 -1.2307
C -3.4618 -2.5919 -0.5866
C -4.0010 -0.2487 -2.7000
H -2.2917 0.6751 -4.6274
H -0.9155 -0.2040 -5.2711
H -0.6819 1.0147 -4.0204
H 0.9252 -3.0076 -3.7882
H 1.5540 -1.7923 -2.6914
H 0.9411 -1.3159 -4.2727
H -0.8949 -4.6422 -1.8301
H -0.9203 -3.9672 -0.2081
H 0.4988 -3.7745 -1.2239
H -3.2921 -3.6680 -0.4826
H -4.4844 -2.4667 -0.9553
H -3.4420 -2.1854 0.4327
H -4.5430 -0.6783 -3.5543
H -3.8906 0.8177 -2.9220
H -4.6573 -0.3183 -1.8310
F 4.6986 1.4858 5.0342
C 4.0455 0.7180 4.1127
C 3.2375 -0.3080 4.5563
C 2.5754 -1.0795 3.6110
C 2.7207 -0.8484 2.2448
C 3.5297 0.2129 1.8527
C 4.2036 1.0055 2.7763
Sb 1.5925 -1.9466 0.7723
C 3.4984 -3.1888 0.1526
C 4.5666 -2.4546 -0.3697
C 5.6500 -3.0346 -1.0230
C 5.6504 -4.4034 -1.1840
F 6.7063 -4.9966 -1.8222
C 4.6168 -5.1898 -0.7272
C 3.5609 -4.5663 -0.0649
C 1.1107 -3.5967 2.1018
C -0.2120 -3.9267 2.3943
C -0.5310 -4.9751 3.2479
C 0.4999 -5.6765 3.8358
F 0.1976 -6.7049 4.6828
C 1.8232 -5.3707 3.6106
C 2.1117 -4.3269 2.7355
H 3.1199 -0.4812 5.6186
H 1.9142 -1.8650 3.9541
H 3.6195 0.4704 0.8032
H 4.8200 1.8404 2.4695
H 4.5806 -1.3709 -0.2768
H 6.4720 -2.4432 -1.4078
H 4.6393 -6.2614 -0.8848
H 2.7587 -5.2081 0.2916
H -1.0057 -3.3201 1.9728
H -1.5584 -5.2358 3.4678
H 2.6035 -5.9348 4.1053
H 3.1501 -4.0817 2.5472
C 0.7061 4.2895 -1.2301
N -0.0437 4.5187 -0.0117
C 0.0451 5.8888 0.4475
C 0.0630 3.4954 0.9517
N 0.9029 2.5551 0.7802
N -0.7918 3.6653 2.0428
C -0.5895 2.7745 3.1715
C -2.1927 3.9670 1.7957
H 0.3690 5.0064 -1.9850
H 0.5309 3.2744 -1.5753
H 1.7874 4.4157 -1.0803
H 1.0915 6.1969 0.6047
H -0.4878 6.0137 1.3862
H -0.3975 6.5550 -0.2980
H 0.7086 1.7649 1.3996
H -0.8852 1.7379 2.9672
H -1.1721 3.1582 4.0127
H 0.4652 2.7660 3.4519
H -2.3028 4.4923 0.8498
H -2.5843 4.6037 2.5970
H -2.7933 3.0511 1.7461
Br -4.9391 7.1309 -3.2955
C -4.1785 5.5221 -2.6097
C -2.9363 5.1205 -3.0713
C -2.3828 3.9522 -2.5694
C -3.0700 3.2074 -1.6191
C -4.3188 3.6261 -1.1760
C -4.8850 4.7917 -1.6693
C -2.4573 1.9553 -1.0616
O -3.0874 1.2951 -0.1999
O -1.3268 1.5964 -1.4763
H -2.4071 5.7079 -3.8094
H -1.4162 3.6030 -2.9053
H -4.8304 3.0222 -0.4387
H -5.8563 5.1233 -1.3291
S -0.6048 -0.6922 1.7740
*
```

Computed properties:
Kohn-Sham gap (eV): 4.5588
Energy relative to the best compared isomer or geometry (same formula, charge and spin) (eV): 0.000
Maximum force (eV/A): 0.559

=====

Record 5
Molecular formula: C9H18NOS
Method: DFT, ωB97M-V with the def2-TZVPD basis set

ORCA input file:
```
! wB97M-V def2-TZVPD RIJCOSX def2/J DEFGRID3
* xyz 1 1
C 1.4366 0.5605 1.1017
C 0.0580 -2.1846 0.1902
C 1.6742 -0.2521 -0.0082
C -1.0136 0.3596 -0.6272
C 1.5537 2.0432 1.0584
C -0.8605 1.3695 -1.6354
C -3.2616 0.6879 0.3055
C 2.1341 -2.2759 -1.1357
C -1.7721 0.5119 0.6791
N 1.3190 -1.6346 -0.0650
O 1.0111 0.0590 2.2847
S -1.0416 -1.2370 -1.1641
H 0.0667 -3.2678 0.0944
H -0.3604 -1.7862 1.2385
H 2.1144 0.2104 -0.9152
H 2.5410 2.3243 1.3852
H 0.8209 2.5089 1.8626
H 1.4136 2.3946 0.0355
H -1.1043 0.6874 -2.5134
H 0.2155 1.6176 -1.8880
H -1.3928 2.3906 -1.5409
H -3.6189 -0.3736 0.1456
H -3.3483 1.2043 -0.6564
H -3.8873 1.1228 0.9815
H 3.2929 -1.9589 -0.9535
H 2.0012 -3.3067 -1.0834
H 1.9035 -1.8997 -2.1189
H -1.6606 -0.4545 1.2852
H -1.5337 1.3918 1.2620
H 1.2993 -0.8127 2.3952
*
```

Computed properties:
Kohn-Sham gap (spin up / spin down) (eV): 7.1524 / 7.1503
Energy relative to the best compared isomer or geometry (same formula, charge and spin) (eV): 3.149
Maximum force (eV/A): 4.557

=====

Question: What is the formula in the fourth record?
Answer: C40H44BrF3MgN3O2SSb